This record from OMol25 describes one molecule with the formula C7H13NO2 at a distorted geometry. The level of theory is wB97M-V/def2-TZVPD.

Results
Structure (SMILES) ... C=C(C)CC(NC)=C(O)O
Frontier orbital gap ... 7.996 eV
LUMO energy ... 0.674 eV

```
! RIJCOSX wB97M-V def2-TZVPD def2/J DEFGRID3
* xyz 0 1
C -0.2779 2.9757 -0.2742
C 0.0551 1.8103 0.2224
C 1.3966 1.5064 0.8524
C -0.8578 0.4609 0.1265
C -0.3688 -0.9014 -0.2842
N 0.0838 -1.8144 0.6699
C -0.7679 -2.4585 1.5641
C 0.0623 -0.9601 -1.5606
O 0.7451 -2.0612 -2.0041
O -0.0827 -0.0173 -2.5578
H 0.5195 3.7019 -0.2013
H -1.1167 3.3107 -0.9421
H 2.0191 2.5642 0.8852
H 1.9669 0.9767 0.0591
H 1.2475 1.0129 1.7700
H -1.7264 0.5777 -0.4038
H -1.2732 0.4936 1.1860
H 0.8244 -2.2531 0.2194
H -0.1632 -2.9635 2.3596
H -1.3549 -1.7126 2.0479
H -1.4754 -3.1665 1.1262
H 1.1844 -1.8013 -2.8134
H -0.6395 0.7190 -2.0469
*
```

This record from OMol25 describes a 2-piece molecular cluster, C3H8N4 overall at a distorted geometry. The level of theory is wB97M-V/def2-TZVPD.

Results
Frontier orbital gap ... 8.667 eV
LUMO energy ... -0.360 eV

```
! RIJCOSX wB97M-V def2-TZVPD def2/J DEFGRID3
* xyz 0 1
C 0.9273 1.3195 -0.1412
C -1.7778 -0.4349 -0.0616
C 1.3045 -0.9203 -0.0896
H 1.7772 1.7662 -0.7573
H 0.7452 1.4471 0.9053
H -0.0715 2.1254 -0.3373
H -0.9014 -1.1289 -1.9780
H -2.5148 -0.9243 -0.7394
H -2.8885 -0.5233 1.5995
H 1.3261 -2.0425 -0.6305
H 1.9623 0.2246 1.6422
N 0.5717 -0.0085 -0.5862
N -0.6930 -0.2286 -0.8042
N -2.0004 0.0780 1.0899
N 2.2331 -0.7496 0.8884
*
```

The records above give, respectively, energy relative to the best compared isomer or geometry (same formula, charge and spin) values of 390.4, 802.6 kJ/mol.